C75H160O45 | ωB97M-V/def2-TZVPD

```
! wB97M-V def2-TZVPD RIJCOSX def2/J DEFGRID3
* xyz 0 1
C -20.224 21.449 15.163
O -20.230 21.144 16.471
C -19.623 19.924 16.757
C -19.756 19.611 18.235
O -21.030 19.129 18.528
C -21.272 18.886 19.842
C -22.583 18.175 20.181
O -23.688 18.938 19.642
C -24.388 18.144 18.705
H -20.923 20.798 14.658
H -19.229 21.236 14.732
H -20.533 22.486 14.963
H -18.529 19.959 16.566
H -20.102 19.189 16.130
H -19.591 20.595 18.786
H -18.946 18.957 18.473
H -21.356 19.915 20.301
H -20.463 18.444 20.426
H -22.620 18.258 21.259
H -22.563 17.099 19.862
H -24.910 17.300 19.150
H -23.722 17.654 17.988
H -25.131 18.777 18.215
C -17.038 24.230 14.435
O -16.395 23.081 14.831
C -15.089 23.367 15.185
C -14.284 22.110 14.924
O -13.994 21.971 13.538
C -13.632 20.591 13.184
C -13.050 20.370 11.806
O -13.991 20.267 10.770
C -15.140 21.097 10.866
H -17.285 24.867 15.329
H -17.990 23.993 14.009
H -16.541 24.791 13.725
H -14.978 23.679 16.240
H -14.786 24.245 14.570
H -14.961 21.326 15.303
H -13.301 22.072 15.473
H -14.485 20.001 13.398
H -12.795 20.294 13.865
H -12.480 19.426 11.727
H -12.389 21.227 11.618
H -15.649 20.999 11.817
H -15.737 20.828 10.039
H -14.922 22.152 10.790
C -15.904 18.312 16.083
O -16.655 18.287 17.332
C -16.659 17.081 18.045
C -17.460 16.004 17.418
O -18.906 16.233 17.240
C -19.694 16.200 18.444
C -19.917 14.764 19.006
O -18.721 14.176 19.424
C -18.893 12.779 19.806
H -15.825 19.369 15.739
H -16.429 17.830 15.199
H -14.919 17.897 16.341
H -16.943 17.344 19.116
H -15.573 16.806 18.097
H -17.236 15.171 18.053
H -17.051 15.754 16.439
H -20.727 16.534 18.232
H -19.200 16.787 19.189
H -20.459 14.241 18.197
H -20.637 14.861 19.792
H -17.883 12.472 20.070
H -19.218 12.238 18.930
H -19.552 12.681 20.662
C -12.721 20.425 19.540
O -13.357 19.284 19.937
C -12.934 18.831 21.222
C -13.619 17.499 21.606
O -14.895 17.818 22.144
C -15.572 16.667 22.613
C -16.899 17.155 23.205
O -17.947 17.234 22.222
C -19.223 17.626 22.766
H -11.671 20.352 19.658
H -13.026 21.236 20.153
H -12.983 20.710 18.534
H -13.139 19.604 21.962
H -11.820 18.756 21.216
H -12.993 16.873 22.319
H -13.812 16.923 20.662
H -14.958 16.172 23.355
H -15.896 15.908 21.797
H -16.796 18.082 23.727
H -17.134 16.413 23.968
H -19.333 17.156 23.716
H -19.964 17.215 22.084
H -19.236 18.699 22.880
C -11.991 24.354 15.556
O -11.908 23.294 16.441
C -12.329 23.579 17.797
C -11.248 23.817 18.844
O -11.721 23.491 20.142
C -10.867 24.045 21.143
C -11.510 23.864 22.452
O -11.553 22.460 22.710
C -12.270 22.250 23.924
H -11.216 25.077 15.709
H -13.071 24.880 15.724
H -12.006 24.105 14.531
H -13.003 22.770 18.159
H -12.997 24.491 17.756
H -11.065 24.927 18.701
H -10.336 23.313 18.596
H -10.713 25.134 20.906
H -9.875 23.566 21.054
H -12.513 24.311 22.477
H -11.028 24.377 23.305
H -11.603 22.461 24.735
H -12.660 21.241 23.997
H -13.113 22.892 23.974
C -16.156 25.521 9.815
O -15.701 26.025 11.044
C -15.912 27.456 11.101
C -15.594 27.997 12.465
O -14.199 28.175 12.702
C -13.538 27.020 13.044
C -12.179 27.431 13.634
O -12.373 28.017 14.958
C -11.112 28.121 15.606
H -17.241 25.617 9.777
H -15.778 24.526 9.771
H -15.771 26.080 8.924
H -16.990 27.670 10.858
H -15.400 28.001 10.320
H -16.060 27.368 13.283
H -16.087 28.980 12.477
H -13.398 26.177 12.283
H -14.180 26.470 13.814
H -11.728 28.317 13.032
H -11.491 26.559 13.788
H -10.539 27.214 15.635
H -11.233 28.451 16.649
H -10.507 28.856 15.093
C -19.059 21.097 23.989
O -17.673 20.712 24.159
C -16.962 21.583 25.007
C -15.543 20.981 25.229
O -15.509 19.786 25.993
C -14.227 19.184 26.000
C -14.377 17.818 26.742
O -13.153 17.121 26.788
C -12.772 16.751 25.492
H -19.633 21.155 24.886
H -19.499 20.389 23.315
H -19.044 22.176 23.554
H -17.438 21.535 26.025
H -16.871 22.573 24.635
H -14.961 21.721 25.886
H -15.009 20.876 24.230
H -13.490 19.712 26.607
H -13.793 19.161 25.000
H -15.151 17.220 26.292
H -14.707 18.015 27.791
H -13.484 16.986 24.730
H -12.644 15.644 25.511
H -11.861 17.300 25.206
C -20.226 27.178 15.671
O -20.597 28.222 14.769
C -20.722 27.709 13.464
C -21.041 28.711 12.437
O -19.906 29.527 12.040
C -19.558 30.559 12.921
C -20.765 31.459 13.072
O -21.399 31.826 11.822
C -20.669 32.706 10.964
H -19.196 26.925 15.404
H -20.870 26.275 15.610
H -20.309 27.643 16.689
H -21.499 26.950 13.366
H -19.859 27.195 13.152
H -21.923 29.276 12.737
H -21.209 28.204 11.494
H -18.687 31.019 12.437
H -19.284 30.115 13.905
H -20.382 32.313 13.601
H -21.560 30.959 13.648
H -19.914 33.230 11.527
H -21.252 33.526 10.503
H -20.186 32.054 10.191
C -22.611 22.651 17.806
O -23.442 23.158 18.843
C -24.651 23.697 18.354
C -25.230 24.767 19.281
O -24.517 25.932 19.414
C -24.506 26.784 18.216
C -23.149 27.016 17.616
O -22.142 27.521 18.481
C -22.363 28.896 18.709
H -22.966 21.758 17.362
H -21.547 22.536 18.293
H -22.548 23.444 16.997
H -25.422 22.917 18.202
H -24.539 24.116 17.310
H -25.345 24.380 20.291
H -26.290 24.841 18.803
H -25.072 27.772 18.387
H -25.050 26.297 17.372
H -23.330 27.719 16.764
H -22.752 26.088 17.062
H -21.800 29.172 19.571
H -23.448 29.076 18.894
H -21.943 29.537 17.812
C -15.888 20.459 20.540
O -16.810 21.496 20.173
C -16.616 21.871 18.832
C -17.542 23.002 18.386
O -17.212 24.295 18.800
C -18.039 25.354 18.164
C -17.172 26.537 17.966
O -16.500 26.500 16.707
C -15.220 27.068 16.815
H -14.861 20.810 20.631
H -15.854 19.660 19.799
H -16.128 19.937 21.466
H -16.741 21.026 18.147
H -15.539 22.244 18.720
H -18.552 22.722 18.737
H -17.592 22.965 17.282
H -18.832 25.658 18.898
H -18.584 25.061 17.304
H -16.469 26.609 18.769
H -17.759 27.492 17.965
H -15.190 28.055 17.269
H -14.879 27.200 15.781
H -14.476 26.492 17.326
C -18.743 30.186 20.888
C -19.016 29.849 22.313
O -18.159 28.791 22.629
C -17.430 28.465 21.568
O -16.574 27.555 21.527
O -17.691 29.212 20.523
H -18.369 31.124 20.712
H -19.600 30.085 20.154
H -20.047 29.442 22.473
H -18.806 30.793 22.910
C -22.596 25.244 21.799
C -21.334 24.337 21.545
O -20.399 25.282 21.093
C -20.774 26.561 21.444
O -20.014 27.501 21.329
O -22.010 26.573 21.920
H -23.210 25.059 22.704
H -23.187 25.146 20.874
H -21.459 23.506 20.819
H -21.010 23.946 22.504
C -15.722 24.294 21.243
C -17.258 24.424 21.599
O -17.234 24.562 23.006
C -16.000 24.776 23.497
O -15.667 24.834 24.639
O -15.073 24.690 22.486
H -15.322 24.938 20.423
H -15.663 23.140 21.035
H -17.874 23.563 21.344
H -17.751 25.346 21.210
C -13.411 27.518 21.860
C -13.447 28.856 21.200
O -13.192 28.548 19.744
C -12.784 27.259 19.657
O -12.471 26.741 18.645
O -12.772 26.671 20.917
H -14.472 27.187 21.929
H -12.868 27.495 22.780
H -12.617 29.488 21.543
H -14.414 29.313 21.319
C -15.747 31.153 15.586
C -16.732 30.051 15.279
O -17.340 29.921 16.592
C -17.222 31.077 17.274
O -17.790 31.279 18.294
O -16.353 31.872 16.657
H -15.490 31.921 14.834
H -14.793 30.696 15.856
H -16.358 29.059 15.023
H -17.507 30.371 14.541
*
```

Summary:
- ΔE to the lowest compared entry with this formula, charge and spin (kJ/mol) = 0.0
- frontier orbital gap (eV) = 9.6

Here are the Mulliken charges for atoms 1 to 8, given in e: -0.857, 0.339, -1.213, 1.421, -0.287, 0.141, -0.750, -0.345